(1)
ORCA calculation (ωB97M-V/def2-TZVPD) on a 2-piece molecular cluster, C4H8O2 overall.

Computed properties:
E: -307.60671 Ha
HOMO energy: -0.3407 hartree
net charge: 0
SMILES: O=C1C[C@H]1O.C
frontier orbital gap: 9.875 eV

Each line ends with the natural charge from an NBO analysis.
Atoms and positions in Å:
C (1.32, -0.48, 0.60)  -0.024
O (-0.08, 1.60, 1.23)  -0.478
H (-0.15, -1.41, 2.01)  0.254
H (-0.90, 0.71, -2.70)  0.206
H (-2.52, 1.00, -2.03)  0.222
H (-1.51, -0.30, -1.35)  0.214
H (-1.09, 1.41, -1.06)  0.231
H (2.40, -0.33, 0.60)  0.190
C (-1.50, 0.71, -1.78)  -0.877
H (0.69, -0.67, -1.21)  0.485
C (0.69, -0.73, 2.00)  -0.556
C (0.48, 0.53, 1.28)  0.579
H (1.35, -0.79, 2.86)  0.245
O (0.81, -1.25, -0.45)  -0.691

(2)
ORCA calculation (ωB97M-V/def2-TZVPD) on C4H8O2 as an isolated structure.

Computed properties:
E: -307.44918 Ha
HOMO energy: -0.2965 hartree
net charge: 0
frontier orbital gap: 8.632 eV

Each line ends with the natural charge from an NBO analysis.
Atoms and positions in Å:
H (-2.27, 0.85, 0.50)  0.488
H (0.31, -0.66, 1.56)  0.109
O (-2.26, 0.39, -0.36)  -0.702
C (-1.26, -0.54, -0.21)  -0.046
H (0.91, -1.23, -0.97)  0.213
C (0.59, -0.22, -0.70)  -0.348
O (0.62, 1.27, 0.93)  -0.536
H (2.27, 0.03, 0.70)  0.169
H (2.13, 1.37, -0.49)  0.188
H (0.24, 0.34, -1.56)  0.216
H (-1.23, -1.02, -1.20)  0.187
C (-0.25, 0.21, 1.13)  -0.041
H (-1.43, -1.37, 0.49)  0.192
C (1.57, 0.63, 0.10)  -0.088

The highest frontier orbital gap belongs to which entry? number 1